# 1
{"formula": "C4H7NO", "method": "the ωB97M-V functional and the def2-TZVPD basis", "lumo_ha": 0.0370, "smiles": "C[C@H]1N=CCO1", "de_lowest_kcal_mol": 62.7, "homo_lumo_gap_ev": 10.892, "e_tot_ha": -286.5317, "species": ["C", "C", "C", "O", "C", "N", "H", "H", "H", "H", "H", "H", "H"], "positions_angstrom": [[-1.12, -0.24, 0.84], [1.14, 0.73, 0.08], [1.11, -0.55, -0.75], [-0.12, -0.41, -1.43], [-0.80, 0.47, -0.56], [0.16, 1.50, -0.16], [-1.86, 0.38, 1.33], [-0.31, -0.33, 1.60], [-1.47, -1.26, 0.67], [1.79, 0.92, 0.92], [1.12, -1.51, -0.21], [1.96, -0.51, -1.44], [-1.70, 0.84, -1.04]]}



# 2
{"formula": "C45H42BF4O27", "method": "the ωB97M-V functional and the def2-TZVPD basis", "lumo_ha": -0.0291, "de_lowest_kcal_mol": 140.4, "homo_lumo_gap_ev": 5.946, "total_charge": -1, "e_tot_ha": -4195.2019, "species": ["B", "F", "F", "F", "F", "C", "C", "C", "O", "C", "C", "C", "O", "O", "O", "H", "H", "H", "H", "C", "C", "C", "O", "C", "C", "C", "O", "O", "O", "H", "H", "H", "H", "C", "C", "C", "O", "C", "C", "C", "O", "O", "O", "H", "H", "H", "H", "C", "C", "C", "O", "C", "C", "C", "O", "O", "O", "H", "H", "H", "H", "C", "C", "C", "O", "C", "C", "C", "O", "O", "O", "H", "H", "H", "H", "C", "C", "C", "O", "C", "C", "C", "O", "O", "O", "H", "H", "H", "H", "C", "C", "O", "C", "H", "H", "H", "H", "H", "H", "C", "C", "O", "C", "H", "H", "H", "H", "H", "H", "C", "C", "O", "C", "H", "H", "H", "H", "H", "H"], "positions_angstrom": [[0.50, 0.65, -0.07], [-0.47, -0.01, 0.70], [0.03, 0.80, -1.37], [0.90, 1.80, 0.51], [1.54, -0.26, -0.09], [0.70, -5.23, -0.60], [0.98, -3.99, 0.23], [0.21, -3.86, 1.49], [0.40, -2.87, 2.19], [-0.90, -4.68, 1.81], [-1.18, -5.91, 0.94], [-0.32, -6.10, -0.29], [-0.54, -7.05, -1.07], [-1.94, -6.92, 1.42], [1.98, -3.11, 0.00], [1.49, -5.48, -1.52], [-1.26, -4.63, 2.82], [-2.60, -6.55, 2.30], [1.78, -2.43, 0.60], [-2.98, 1.50, -6.47], [-3.38, -0.02, -6.17], [-2.98, -0.68, -5.05], [-3.28, -1.88, -4.90], [-1.80, -0.11, -4.29], [-1.31, 1.34, -4.47], [-2.03, 2.15, -5.54], [-1.81, 3.35, -5.62], [-0.15, 1.73, -3.80], [-4.26, -0.47, -7.05], [-3.43, 2.11, -7.28], [-1.19, -0.72, -3.69], [0.13, 1.05, -3.22], [-4.51, -1.39, -6.80], [-2.83, 2.30, 4.73], [-1.91, 1.34, 4.07], [-0.68, 0.71, 4.78], [0.09, -0.04, 4.11], [-0.74, 0.92, 6.16], [-1.59, 1.96, 6.87], [-2.75, 2.48, 6.17], [-3.62, 3.18, 6.77], [-1.23, 2.57, 8.03], [-2.03, 1.13, 2.61], [-3.50, 2.83, 3.94], [0.05, 0.42, 6.62], [-0.52, 2.23, 8.20], [-1.27, 0.84, 2.37], [2.23, -3.43, -3.89], [2.88, -2.33, -3.01], [4.18, -2.39, -2.62], [4.70, -1.58, -1.90], [4.99, -3.47, -3.19], [4.41, -4.52, -4.01], [2.99, -4.65, -4.30], [2.49, -5.50, -4.93], [5.24, -5.53, -4.57], [2.02, -1.36, -2.71], [1.13, -3.41, -4.15], [5.92, -3.47, -2.70], [6.18, -5.53, -4.30], [2.19, -0.87, -1.74], [-4.24, -3.91, -1.33], [-3.06, -4.10, -2.27], [-1.93, -3.32, -2.23], [-1.01, -3.55, -3.03], [-1.77, -2.41, -1.18], [-2.95, -2.22, -0.05], [-4.26, -2.97, -0.20], [-5.04, -2.85, 0.73], [-2.81, -1.32, 1.06], [-3.15, -5.08, -3.33], [-5.28, -4.55, -1.56], [-0.84, -1.75, -1.07], [-2.02, -1.24, 0.74], [-2.33, -4.70, -3.87], [4.12, 4.51, 3.20], [2.80, 3.85, 2.64], [1.83, 3.33, 3.61], [0.86, 2.65, 3.26], [2.01, 3.74, 5.00], [3.19, 4.48, 5.44], [4.27, 4.87, 4.58], [5.27, 5.34, 5.05], [3.10, 5.17, 6.63], [2.64, 3.60, 1.28], [4.87, 4.84, 2.52], [1.22, 3.85, 5.80], [2.17, 5.14, 7.08], [2.24, 2.82, 1.33], [-3.20, 1.08, -1.22], [-3.88, 2.04, -2.23], [-4.62, 1.45, -3.07], [-3.52, 3.42, -2.15], [-3.91, 0.62, -0.60], [-2.59, 1.71, -0.73], [-2.71, 0.12, -1.71], [-3.83, 3.90, -3.15], [-2.45, 3.51, -2.25], [-4.15, 3.82, -1.29], [3.43, -0.76, 2.88], [4.75, -0.39, 2.38], [5.78, -0.76, 2.97], [4.84, 0.45, 1.12], [2.98, -0.01, 3.29], [3.41, -1.55, 3.54], [2.64, -1.25, 2.17], [3.91, 0.75, 0.55], [5.58, 0.08, 0.38], [5.00, 1.39, 1.33], [0.10, 4.94, -1.80], [-0.72, 5.41, -0.68], [-1.58, 6.32, -0.95], [-0.83, 4.73, 0.69], [0.46, 5.75, -2.37], [-0.49, 4.36, -2.35], [0.79, 4.19, -1.23], [0.27, 4.58, 1.28], [-1.29, 3.73, 0.75], [-1.37, 5.22, 1.56]]}



# 3
{"formula": "C19H23FN2OS", "method": "the ωB97M-V functional and the def2-TZVPD basis", "lumo_ha": 0.0212, "smiles": "O[C@@H](CSc1ccc(F)cc1)CN1CCN(c2ccccc2)CC1", "de_lowest_kcal_mol": 0.0, "homo_lumo_gap_ev": 8.168, "e_tot_ha": -1420.5948, "species": ["O", "C", "C", "H", "H", "S", "C", "C", "C", "C", "C", "C", "H", "H", "F", "H", "H", "C", "N", "C", "C", "N", "C", "C", "C", "C", "C", "C", "H", "H", "H", "H", "H", "C", "C", "H", "H", "H", "H", "H", "H", "H", "H", "H", "H", "H", "H"], "positions_angstrom": [[-1.86, -2.21, -1.82], [-2.27, -1.33, -0.80], [-3.67, -0.79, -1.12], [-3.71, -0.44, -2.16], [-4.42, -1.56, -0.98], [-4.19, 0.55, 0.00], [-2.83, 1.70, -0.10], [-2.15, 1.95, -1.28], [-1.09, 2.84, -1.29], [-0.74, 3.48, -0.11], [-1.43, 3.26, 1.07], [-2.48, 2.36, 1.07], [-3.03, 2.16, 1.98], [-1.14, 3.78, 1.97], [0.29, 4.35, -0.12], [-0.54, 3.05, -2.19], [-2.44, 1.47, -2.20], [-2.23, -1.96, 0.61], [-0.98, -2.03, 1.30], [-0.47, -0.83, 1.92], [0.47, -0.01, 1.03], [1.53, -0.84, 0.51], [2.71, -0.23, 0.09], [3.36, 0.67, 0.93], [4.56, 1.25, 0.56], [5.15, 0.94, -0.66], [4.52, 0.04, -1.50], [3.31, -0.54, -1.14], [2.84, -1.22, -1.83], [4.96, -0.21, -2.45], [6.09, 1.39, -0.94], [5.04, 1.95, 1.23], [2.94, 0.91, 1.89], [1.02, -1.98, -0.22], [0.10, -2.80, 0.71], [0.71, -3.19, 1.53], [-0.32, -3.64, 0.15], [0.47, -1.68, -1.12], [1.85, -2.62, -0.51], [-0.10, 0.45, 0.20], [0.89, 0.81, 1.61], [0.10, -1.14, 2.80], [-1.30, -0.21, 2.25], [-2.61, -2.99, 0.52], [-2.92, -1.41, 1.25], [-1.56, -0.50, -0.86], [-2.40, -3.01, -1.78]]}